(1)
# C37H33FN2O4P2Ti

C37H33FN2O4P2Ti as an isolated structure at a distorted geometry (wB97M-V/def2-TZVPD, the Open Molecules 2025 dataset).

The energy comes out at -3472.124005 Ha. The net charge is +1. Its multiplicity is 2. The expectation value of S² is 0.754. The HOMO energy (spin up / spin down) is -11.26 / -11.27 eV. The HOMO-LUMO gap (spin up / spin down) comes out at 0.27570 / 0.27880 Ha. As for the strongest force on any atom: 0.0235 hartree/bohr. The energy relative to the best compared isomer or geometry (same formula, charge and spin) comes out at 15.73 kcal/mol.

Each line ends with the Löwdin charge.
Element x y z (Å)
H1 0.2467 -1.6777 -1.8635  0.09
C1 4.6494 4.1269 -1.9334  -0.07
H2 -7.8256 0.2341 2.9794  0.18
C2 -4.9345 -1.3393 2.9696  -0.19
H3 2.9459 1.7892 1.0275  0.12
C3 2.4976 -1.5193 -6.3550  -0.07
P1 2.6211 -0.0343 -1.9857  1.07
H4 2.4589 -1.8863 -7.3724  0.11
C4 -1.4978 -2.4441 0.4159  -0.33
O1 -6.6343 2.2078 2.0930  0.10
C5 -3.9604 1.9787 1.6499  -0.03
O2 -1.7556 2.0585 0.7098  -0.19
C6 0.3937 -0.8902 2.7425  -0.16
C7 0.4453 2.8398 2.9607  -0.13
C8 0.8349 0.4458 -1.7912  -0.39
C9 2.9366 -1.8552 2.2528  -0.04
H5 -0.1307 2.9141 3.8695  0.13
H6 6.3487 3.0684 -1.1672  0.11
C10 3.3850 1.6283 -2.0078  -0.40
H7 0.1642 -3.5954 1.1864  0.10
C11 0.8046 -1.1027 1.4193  -0.42
C12 2.4269 -2.4065 -5.2913  -0.08
O3 -3.2655 0.6713 -0.2132  0.09
C13 5.3279 2.9905 -1.5177  -0.07
C14 -1.5725 -4.8004 0.8866  -0.06
H8 2.8108 1.3772 -4.6389  0.09
C15 4.6978 1.7522 -1.5511  -0.11
H9 5.2343 0.8695 -1.2213  0.10
C16 -0.1120 -0.7236 -1.4718  -0.34
C17 2.7193 2.7834 -2.4276  -0.13
H10 -3.4663 2.5349 2.4469  0.14
C18 -6.1216 1.1439 2.3505  -0.46
F1 -4.3828 -2.5133 3.2727  0.10
C19 -3.5289 -3.6887 0.0428  -0.06
N1 -4.7707 0.8931 2.1665  0.01
H11 1.4581 3.7252 -0.0849  0.11
H12 2.7083 0.5357 -6.9416  0.11
H13 -0.4418 4.4194 1.6650  0.13
Ti1 -0.0770 1.4454 1.1885  0.93
C20 1.5679 2.0035 2.7569  -0.15
C21 -4.2131 -0.3332 2.4885  0.04
C22 2.6108 -0.5646 -3.7326  -0.38
C23 0.2980 3.6492 1.8069  -0.14
H14 3.1613 -1.8951 4.3914  0.12
N2 -6.8361 0.0716 2.8502  0.22
C24 1.2814 3.2704 0.8763  -0.15
C25 -2.8315 -2.4903 0.0048  -0.09
H15 0.8780 -1.0446 4.8290  0.12
H16 0.5050 0.9257 -2.7132  0.09
C26 2.0739 2.2473 1.4707  -0.14
H17 -3.4494 -5.7755 0.5210  0.11
C27 -2.9680 1.4825 0.6187  -0.56
C28 2.0962 -1.5936 1.1872  -0.08
H18 -4.6359 2.6672 1.1402  0.15
H19 -3.1510 -0.4562 2.3241  0.13
H20 -1.0822 -5.7000 1.2341  0.11
H21 3.9313 -2.2381 2.0645  0.12
H22 1.9939 1.3346 3.4845  0.11
C29 2.5010 -1.6627 3.5660  -0.04
C30 1.2270 -1.1887 3.8151  -0.06
C31 2.6362 -0.1578 -6.1138  -0.07
H23 0.8083 1.2415 -1.0241  0.03
P2 -0.6019 -0.8703 0.2799  1.03
H24 5.1375 5.0924 -1.9068  0.11
H25 2.4719 -2.6317 -3.1600  0.09
C32 -0.8673 -3.6072 0.8536  -0.07
C33 -2.9018 -4.8432 0.4853  -0.05
C34 3.3434 4.0223 -2.3933  -0.08
H26 -3.3278 -1.5949 -0.3454  0.09
C35 2.6893 0.3161 -4.8119  -0.08
H27 2.8141 4.9041 -2.7327  0.11
H28 -1.0919 -0.5414 -1.9238  0.09
H29 -4.5654 -3.7147 -0.2669  0.12
C36 -6.3771 -1.2065 3.1739  -0.39
H30 2.4345 -1.7676 0.1759  0.06
C37 2.4947 -1.9306 -3.9875  -0.12
O4 -7.1105 -2.0713 3.5768  0.13
H31 2.3344 -3.4690 -5.4750  0.11
H32 1.7042 2.7203 -2.8018  0.10
H33 -0.6217 -0.5559 2.9532  0.10

Cartesian forces (eV/Å) of the 2 atoms listed first:
H 0.06 0.01 -0.02
C 0.01 0.00 -0.01

(2)
# C37H33N10O5S3Ti

C37H33N10O5S3Ti as an isolated structure at a distorted geometry (wB97M-V/def2-TZVPD, the Open Molecules 2025 dataset).

The energy comes out at -4397.656300 Ha. The net charge is -2. Its multiplicity is 2. The expectation value of S² is 0.755. The HOMO energy (spin up / spin down) is 0.75 / 0.75 eV. The HOMO-LUMO gap (spin up / spin down) comes out at 0.11723 / 0.11727 Ha. As for the strongest force on any atom: 0.0610 hartree/bohr. The energy relative to the best compared isomer or geometry (same formula, charge and spin) comes out at 21.97 kcal/mol.

Each line ends with the Löwdin charge.
Element x y z (Å)
H1 3.8860 1.8026 -1.4196  0.10
C1 -0.0599 -7.4277 0.4843  -0.03
C2 -1.4092 4.9516 1.2705  -0.09
N1 -0.7335 -1.3283 -1.4295  -0.07
C3 0.7122 5.0219 4.8285  -0.07
H2 3.3891 -2.0721 0.0151  0.09
H3 2.3296 2.6098 -1.2888  0.11
C4 1.9344 4.4060 2.7071  -0.07
C5 0.6424 -1.8699 3.0180  -0.07
C6 -2.9976 3.9693 -4.1795  -0.14
C7 1.8810 1.7156 3.3576  -0.05
C8 -4.1832 2.8613 -5.9463  -0.15
H4 1.3024 5.1078 5.7448  0.07
H5 -0.8355 -4.1959 2.5969  0.10
C9 -1.9668 2.2268 0.8750  -0.68
H6 -3.6674 0.7996 -6.2600  0.10
C10 0.1398 -0.8700 2.2601  -0.13
H7 -0.5817 -0.1174 2.5208  0.08
O1 2.6732 1.2677 -3.6799  0.02
C11 2.2781 -3.7022 2.6031  -0.06
C12 -2.8883 3.0988 1.5244  -0.10
H8 -1.2612 -4.6654 -1.3242  0.05
S1 -2.2215 0.6202 0.4691  0.72
C13 2.3594 -2.3945 -0.1648  0.02
C14 -3.4747 1.6984 -5.6806  -0.06
C15 -1.3404 -7.0818 0.8301  -0.09
H9 -2.6379 -5.6614 1.8183  0.10
O2 1.5181 -0.0935 -2.2997  -0.16
H10 1.8734 0.6581 3.5946  0.09
C16 -2.2658 2.8193 -3.9127  -0.47
H11 -0.3027 4.7369 5.1164  0.07
C17 2.4902 2.1289 2.1819  -0.25
H12 -2.0877 -0.2848 -4.9669  0.10
C18 -2.6177 4.4145 1.7334  -0.11
Ti1 0.4002 0.3326 -0.6859  0.85
N2 -1.7541 0.5185 -4.4632  0.11
H13 -1.3010 -4.3424 -3.8962  0.07
H14 2.0849 -3.8130 3.6662  0.13
N3 2.4792 0.7785 -0.1740  -0.27
H15 -4.9321 2.8643 -6.7314  0.08
C19 -1.1816 -2.2420 -3.7182  -0.08
C20 -1.1673 -3.6864 -1.7786  -0.13
H16 0.4331 4.4224 0.2596  0.13
C21 -0.6165 -5.0992 2.0430  -0.01
C22 2.8198 1.6322 -1.3298  -0.17
H17 -3.8306 2.6648 1.8293  0.09
C23 -2.4918 1.6530 -4.6789  -0.27
O3 3.3594 -0.2473 1.9049  -0.33
C24 0.6889 -5.4681 1.6859  -0.17
N4 2.3346 -6.6481 0.7177  0.06
C25 2.3089 0.9001 -2.5735  -0.62
H18 0.1540 -8.3029 -0.1152  0.11
N5 1.5209 -2.5574 2.1907  -0.02
C26 2.5163 3.4759 1.8571  -0.07
N6 1.9165 -4.9300 1.9129  -0.06
H19 3.3446 -3.5655 2.4455  0.14
S2 -0.9876 2.7966 -2.7322  0.96
H20 0.4807 -2.1525 4.0460  0.11
N7 -0.8488 1.1852 -2.3001  -0.42
N8 -0.7620 2.8058 0.5365  -0.17
H21 3.0127 3.7912 0.9452  0.12
C27 0.9648 -6.5914 0.9226  -0.24
H22 -2.1653 -7.6921 0.4884  0.10
H23 1.9482 5.4593 2.4410  0.11
N9 2.8615 -5.6545 1.3036  0.04
O4 0.2231 2.0590 0.0805  -0.30
H24 -4.5007 4.9225 -5.3938  0.08
H25 2.0172 -1.9329 -1.0877  0.07
C28 1.2966 2.6542 4.1985  -0.04
C29 -3.9467 4.0113 -5.1978  -0.15
C30 1.5134 -1.9508 0.9715  -0.35
C31 -0.5154 4.1115 0.6682  -0.06
O5 4.6053 1.6257 0.8715  -0.33
H26 0.8115 2.3260 5.1139  0.11
C32 1.3176 4.0099 3.8882  -0.29
C33 -1.0540 -1.1016 -2.8224  -0.25
H27 0.6671 6.0092 4.3660  0.07
H28 -1.1890 -2.0926 -4.7955  0.09
C34 -0.8937 -2.5908 -1.0005  -0.22
H29 -2.8121 4.8532 -3.5732  0.09
H30 -3.3396 5.0440 2.2424  0.09
H31 2.3305 -3.4785 -0.2788  0.08
S3 3.3322 0.9717 1.1148  0.57
H32 -0.8124 -2.7346 0.0762  0.09
C35 -1.1939 0.1838 -3.1876  -0.37
N10 0.6812 -0.9273 0.9899  0.00
C36 -1.6117 -5.9217 1.5974  -0.08
C37 -1.2239 -3.4904 -3.2246  -0.15
H33 -1.1699 6.0015 1.3665  0.09

Cartesian forces (eV/Å) of the 2 atoms listed first:
H 0.20 -0.02 -0.09
C -0.08 -0.19 -0.12